DFT (ωB97M-V/def2-TZVPD) results for a molecular structure, C54H59Cl2GeN2O7PTl.

Total charge = -2
Max |F| = 0.422 eV Å⁻¹
LUMO energy (spin up / spin down) = 3.94 / 3.52 eV
E = -169816.7918 eV
Relative energy (zero: lowest compared OMol25 entry of this formula, charge and spin) = 9.68 kcal per mole
2S+1 = 2
Highest occupied orbital energy (spin up / spin down) = -2.6 / -2.6 eV

XYZ file:
```
127
C54H59Cl2GeN2O7PTl ωB97M-V/def2-TZVPD
Tl 0.360 -0.148 -0.092
C 5.235 0.640 0.900
C 3.860 0.255 1.454
C 4.003 -0.787 2.562
C 3.177 1.499 2.014
O 3.032 -0.252 0.414
Ge 3.547 -1.789 -0.546
O 2.455 -1.264 -2.001
C 2.999 -1.286 -3.304
C 4.082 -0.211 -3.442
C 3.588 -2.661 -3.642
C 1.864 -0.991 -4.280
O 2.176 -2.833 0.181
C 2.395 -4.198 0.476
C 1.059 -4.781 0.933
C 2.874 -4.965 -0.760
C 3.413 -4.335 1.612
H 5.815 1.167 1.661
H 5.795 -0.238 0.576
H 5.108 1.300 0.039
H 4.582 -0.388 3.399
H 3.015 -1.063 2.931
H 4.505 -1.680 2.185
H 3.779 1.928 2.820
H 3.063 2.251 1.233
H 2.201 1.260 2.433
H 4.908 -0.414 -2.757
H 4.474 -0.170 -4.462
H 3.662 0.763 -3.191
H 4.462 -2.882 -3.028
H 2.838 -3.433 -3.460
H 3.881 -2.699 -4.695
H 1.397 -0.044 -4.023
H 2.239 -0.948 -5.306
H 1.106 -1.776 -4.222
H 0.361 -4.827 0.099
H 1.189 -5.793 1.329
H 0.631 -4.148 1.709
H 2.159 -4.823 -1.572
H 3.851 -4.610 -1.093
H 2.948 -6.035 -0.544
H 3.077 -3.748 2.467
H 3.522 -5.379 1.920
H 4.389 -3.961 1.299
Cl -5.603 1.850 -5.605
C -4.605 1.517 -4.200
C -5.213 1.427 -2.937
C -4.461 1.153 -1.834
Cl -5.228 1.138 -0.277
C -3.031 0.887 -1.881
O -2.390 0.528 -0.874
C -2.458 1.106 -3.188
C -1.028 1.134 -3.409
O -0.129 0.992 -2.599
C -3.253 1.387 -4.312
H -6.278 1.590 -2.834
H -0.757 1.348 -4.468
H -2.770 1.514 -5.275
N -1.678 2.834 0.864
C -0.815 3.855 1.056
C -1.092 4.925 1.890
C -0.233 6.032 1.965
C 0.913 6.109 1.221
C 1.266 5.009 0.403
C 2.460 4.967 -0.356
C 2.779 3.848 -1.066
C 1.913 2.735 -0.996
N 0.794 2.748 -0.324
C 0.434 3.871 0.342
H -2.332 2.596 1.591
H -1.429 2.059 0.268
H -2.007 4.911 2.468
H -0.500 6.851 2.624
H 1.568 6.970 1.272
H 3.119 5.829 -0.345
H 3.694 3.780 -1.641
H 2.176 1.805 -1.489
O 0.918 0.630 4.642
C -0.124 0.366 4.027
O -0.965 1.156 3.532
C -0.441 -1.118 3.797
C 0.432 -2.069 4.316
C 0.164 -3.424 4.214
C -0.994 -3.835 3.568
C -1.861 -2.893 3.035
C -1.603 -1.525 3.140
P -2.856 -0.226 2.645
C -3.506 -0.020 4.371
C -3.961 -1.077 5.156
C -4.413 -0.862 6.448
C -4.411 0.420 6.983
C -3.948 1.479 6.217
C -3.499 1.258 4.920
C -4.146 -1.350 1.930
C -3.830 -2.018 0.743
C -4.784 -2.724 0.032
C -6.099 -2.762 0.482
C -6.438 -2.083 1.642
C -5.471 -1.387 2.357
H 1.315 -1.696 4.819
H 0.852 -4.153 4.628
H -1.222 -4.890 3.464
H -2.762 -3.241 2.543
H -3.952 -2.086 4.756
H -4.759 -1.700 7.042
H -4.754 0.588 7.998
H -3.920 2.480 6.628
H -3.100 2.075 4.335
H -2.821 -1.951 0.349
H -4.506 -3.222 -0.889
H -6.853 -3.302 -0.078
H -7.463 -2.090 1.994
H -5.760 -0.859 3.258
C -0.688 -3.005 -1.611
C -1.338 -4.058 -2.265
C -2.247 -4.898 -1.575
C -2.884 -5.935 -2.220
C -2.645 -6.182 -3.572
C -1.752 -5.370 -4.270
C -1.109 -4.329 -3.636
H 0.021 -2.367 -2.121
H -0.846 -2.840 -0.555
H -2.436 -4.705 -0.525
H -3.578 -6.561 -1.672
H -3.149 -6.997 -4.075
H -1.563 -5.557 -5.321
H -0.417 -3.698 -4.180
```

***

DFT (ωB97M-V/def2-TZVPD) results for a molecular structure, C54H62CsN3O4S2.

Total charge = -2
Max |F| = 0.413 eV Å⁻¹
LUMO energy (spin up / spin down) = 3.09 / 2.98 eV
E = -91880.8477 eV
Relative energy (zero: lowest compared OMol25 entry of this formula, charge and spin) = 18.17 kcal per mole
Highest occupied orbital energy (spin up / spin down) = -2.7 / -2.6 eV

XYZ file:
```
126
C54H62CsN3O4S2 ωB97M-V/def2-TZVPD
Cs 0.443 1.336 -0.076
C -4.527 -4.249 5.483
C -3.019 -4.290 5.195
C -2.249 -4.112 6.513
C -2.675 -5.666 4.625
C -2.667 -3.168 4.226
C -2.212 -3.379 2.971
C -1.843 -2.299 2.096
N -1.388 -2.495 0.872
C -1.674 -3.616 0.180
C -2.932 -4.271 0.282
C -3.254 -5.354 -0.479
C -2.254 -5.844 -1.365
C -1.025 -5.283 -1.552
C -0.672 -4.069 -0.797
O 0.405 -3.469 -0.937
C -0.088 -5.959 -2.572
C 1.264 -5.275 -2.804
C -0.793 -6.036 -3.937
C 0.209 -7.388 -2.090
C -4.627 -6.018 -0.465
C -4.480 -7.505 -0.109
C -5.278 -5.896 -1.850
C -5.560 -5.377 0.561
C -1.842 -0.905 2.613
O -1.455 0.036 1.931
C -2.437 -0.711 3.960
C -2.818 -1.806 4.662
C -2.629 0.668 4.626
C -4.128 0.873 4.894
C -2.139 1.889 3.836
C -1.879 0.677 5.967
H -4.805 -5.030 6.196
H -5.094 -4.403 4.562
H -4.824 -3.286 5.902
H -2.454 -4.948 7.187
H -2.532 -3.193 7.026
H -1.175 -4.073 6.327
H -2.889 -6.436 5.370
H -1.619 -5.734 4.359
H -3.263 -5.889 3.732
H -2.027 -4.381 2.607
H -3.667 -3.811 0.929
H -2.504 -6.723 -1.954
H 1.153 -4.272 -3.214
H 1.831 -5.884 -3.518
H 1.838 -5.174 -1.889
H -1.103 -5.041 -4.264
H -1.681 -6.669 -3.909
H -0.112 -6.447 -4.687
H 0.752 -7.362 -1.145
H 0.825 -7.915 -2.825
H -0.708 -7.960 -1.936
H -3.876 -8.038 -0.845
H -5.462 -7.987 -0.069
H -3.999 -7.619 0.864
H -4.650 -6.340 -2.623
H -5.430 -4.846 -2.106
H -6.248 -6.401 -1.869
H -5.138 -5.423 1.567
H -6.517 -5.906 0.570
H -5.757 -4.330 0.325
H -3.240 -1.650 5.650
H -4.684 0.893 3.955
H -4.288 1.829 5.398
H -4.545 0.082 5.520
H -2.615 1.990 2.865
H -1.067 1.859 3.658
H -2.363 2.781 4.430
H -2.235 -0.100 6.647
H -2.010 1.644 6.459
H -0.811 0.521 5.805
O -0.336 0.691 -2.832
S 0.014 -0.656 -3.376
C -1.314 -1.786 -2.910
C -2.745 -1.314 -3.125
C -3.289 -0.411 -2.003
C -3.398 1.052 -2.396
S -3.662 2.148 -0.976
O -2.606 1.824 0.013
C -5.136 1.311 -0.364
C -4.988 0.478 0.733
C -6.096 -0.205 1.217
C -7.335 -0.044 0.612
C -7.474 0.807 -0.479
C -6.371 1.490 -0.969
C -0.368 -0.578 -5.133
C -0.785 0.631 -5.663
C -1.061 0.718 -7.022
C -0.915 -0.393 -7.837
C -0.479 -1.598 -7.299
C -0.197 -1.692 -5.945
H -1.116 -1.985 -1.859
H -1.094 -2.706 -3.459
H -3.353 -2.221 -3.159
H -2.857 -0.835 -4.104
H -2.651 -0.490 -1.118
H -4.277 -0.772 -1.708
H -4.216 1.247 -3.095
H -2.460 1.410 -2.826
H -4.001 0.367 1.170
H -5.987 -0.871 2.064
H -8.196 -0.579 0.991
H -8.442 0.937 -0.946
H -6.471 2.161 -1.815
H -0.877 1.484 -5.003
H -1.388 1.661 -7.442
H -1.129 -0.321 -8.896
H -0.351 -2.464 -7.935
H 0.159 -2.626 -5.526
N 0.484 5.710 -0.489
C 0.600 4.582 -0.213
N 11.463 0.724 -0.326
C 10.314 0.738 -0.232
C 8.887 0.754 -0.118
C 8.175 -0.444 0.000
C 6.802 -0.429 0.109
C 6.072 0.780 0.109
C 6.814 1.976 -0.012
C 8.186 1.965 -0.122
C 4.666 0.793 0.219
C 3.433 0.812 0.318
H 8.712 -1.384 0.002
H 6.252 -1.356 0.196
H 6.271 2.911 -0.019
H 8.733 2.895 -0.215
```

***

DFT (ωB97M-V/def2-TZVPD) results for a molecular structure, C54H63FN8O9PRbSbSe.

Total charge = -1
Max |F| = 1.506 eV Å⁻¹
LUMO energy = -0.59 eV
E = -171915.9880 eV
Relative energy (zero: lowest compared OMol25 entry of this formula, charge and spin) = 19.90 kcal per mole
Highest occupied orbital energy = -4.3 eV

XYZ file:
```
139
C54H63FN8O9PRbSbSe ωB97M-V/def2-TZVPD
Rb -1.654 1.489 0.882
O -6.069 1.505 1.691
C -5.038 1.222 1.053
O -3.926 0.846 1.511
C -5.098 1.455 -0.480
C -4.446 2.811 -0.844
C -4.952 3.260 -2.223
C -4.206 2.264 -3.148
C -3.359 1.477 -2.131
O -3.081 2.476 -1.137
C -4.269 0.485 -1.388
C -3.536 -0.638 -0.626
O -4.212 -1.604 -0.271
O -2.259 -0.513 -0.508
H -6.156 1.466 -0.740
H -4.489 3.565 -0.061
H -6.038 3.198 -2.299
H -4.647 4.289 -2.422
H -4.878 1.609 -3.706
H -3.566 2.783 -3.864
H -2.437 1.055 -2.520
H -4.924 -0.043 -2.084
C 6.504 3.674 -0.639
C 5.417 3.626 -1.704
N 4.288 2.794 -1.317
C 3.267 3.370 -0.589
C 2.145 2.753 -0.171
C 1.151 3.589 0.651
O 1.700 4.261 1.546
O -0.051 3.536 0.314
C 1.966 1.352 -0.479
O 0.975 0.679 -0.255
C 3.153 0.702 -1.114
C 3.116 -0.674 -1.282
C 4.169 -1.314 -1.868
F 4.123 -2.647 -2.089
C 5.303 -0.621 -2.280
C 5.359 0.747 -2.109
C 4.278 1.433 -1.528
N 6.396 -1.312 -2.909
C 6.808 -2.563 -2.291
C 8.157 -2.960 -2.848
N 7.979 -3.144 -4.336
C 7.509 -1.867 -4.987
C 6.201 -1.467 -4.340
H 7.352 4.270 -0.980
H 6.858 2.670 -0.396
H 6.114 4.120 0.276
H 5.813 3.264 -2.653
H 5.026 4.625 -1.893
H 3.415 4.415 -0.344
H 2.243 -1.226 -0.955
H 6.269 1.257 -2.393
H 6.099 -3.384 -2.465
H 6.883 -2.430 -1.213
H 8.516 -3.902 -2.438
H 8.900 -2.177 -2.712
H 7.254 -3.855 -4.474
H 8.831 -3.489 -4.774
H 7.413 -2.050 -6.055
H 8.279 -1.122 -4.799
H 5.429 -2.222 -4.572
H 5.871 -0.522 -4.767
C -0.344 -1.195 6.486
N -0.327 -0.046 5.614
C 0.674 0.948 5.950
P -1.479 0.342 4.471
O -0.872 1.230 3.449
N -2.747 1.065 5.237
C -3.663 1.939 4.494
C -3.316 0.496 6.438
N -1.963 -1.166 3.979
C -0.973 -1.904 3.199
C -3.324 -1.392 3.475
H -0.469 -0.901 7.537
H 0.601 -1.748 6.412
H -1.154 -1.865 6.208
H 0.484 1.397 6.933
H 0.681 1.735 5.200
H 1.668 0.487 5.975
H -3.248 2.173 3.520
H -3.817 2.866 5.056
H -4.628 1.458 4.314
H -2.560 -0.031 7.019
H -4.137 -0.200 6.219
H -3.718 1.301 7.060
H 0.032 -1.711 3.576
H -1.005 -1.618 2.143
H -1.175 -2.977 3.270
H -4.028 -0.717 3.953
H -3.611 -2.424 3.704
H -3.405 -1.216 2.400
C 2.840 -5.525 -2.899
C 2.566 -5.472 -1.536
C 1.682 -4.520 -1.043
C 1.039 -3.598 -1.876
C 1.338 -3.666 -3.239
C 2.222 -4.616 -3.749
Sb -0.414 -2.172 -0.886
C -1.788 -3.831 -0.773
C -1.836 -4.848 -1.726
C -2.699 -5.927 -1.577
C -3.525 -6.004 -0.463
C -3.490 -4.998 0.491
C -2.631 -3.917 0.334
C -0.973 -1.416 -2.815
C -2.195 -1.748 -3.400
C -2.577 -1.183 -4.611
C -1.746 -0.274 -5.256
C -0.534 0.075 -4.677
C -0.155 -0.493 -3.464
H 3.509 -6.282 -3.294
H 3.029 -6.184 -0.861
H 1.475 -4.505 0.025
H 0.858 -2.978 -3.928
H 2.411 -4.658 -4.817
H -1.192 -4.804 -2.598
H -2.729 -6.705 -2.332
H -4.199 -6.844 -0.343
H -4.152 -5.035 1.347
H -2.651 -3.116 1.059
H -2.871 -2.424 -2.888
H -3.537 -1.441 -5.043
H -2.051 0.173 -6.195
H 0.107 0.804 -5.159
H 0.780 -0.185 -3.007
Se -0.991 4.053 2.800
N -2.626 4.083 2.204
C -3.295 4.999 2.914
C -4.682 5.274 2.769
C -5.248 6.224 3.564
C -4.477 6.943 4.524
C -3.147 6.697 4.693
C -2.524 5.696 3.897
N -1.239 5.320 3.994
H -5.264 4.703 2.056
H -6.308 6.432 3.475
H -4.965 7.692 5.137
H -2.558 7.231 5.427
```